Entry 1:
Density functional theory data (wB97M-V/def2-TZVPD) for a cluster of 8 separate species, C45H112N8O in total.

Values from the calculation:
orbital gap (alpha / beta) = 6.91 / 2.59 eV
energy relative to the best compared isomer or geometry (same formula, charge and spin) = 0.0 kcal per mole
HOMO level (alpha / beta) = -9.40 / -9.40 eV

```
! wB97M-V def2-TZVPD RIJCOSX def2/J DEFGRID3
* xyz 1 2
O -3.374 1.356 -2.615
N 6.795 0.941 -2.561
N -6.044 4.091 0.886
N 0.998 -0.296 -0.207
N -5.096 1.078 -1.314
N -3.557 0.415 4.779
N -0.747 7.518 -1.198
N 2.014 -5.655 -2.963
N 3.875 -7.250 2.309
C 6.070 3.219 -1.665
C 2.967 -6.758 -3.083
C -4.885 4.082 1.850
C -3.999 -2.159 5.014
C -5.981 0.356 -0.438
C 1.026 0.841 -1.155
C -0.165 5.018 -1.304
C 0.041 -7.343 -3.096
C -5.550 0.205 3.346
C -3.491 3.639 1.255
C 2.544 1.383 -1.302
C 1.400 -1.663 -0.711
C 7.746 0.111 -0.307
C -4.268 0.978 3.622
C 7.178 2.305 -2.246
C -3.109 8.493 -0.863
C 5.264 -6.017 3.995
C 0.118 6.458 -0.638
C -5.707 4.995 -0.201
C 1.751 -5.028 -4.301
C -1.226 0.803 0.815
C 2.995 -6.072 2.123
C -2.065 7.438 -0.517
C 2.942 -1.684 -0.950
C 0.871 -6.290 -2.350
C -0.244 9.735 -2.303
C 6.545 0.124 -1.272
C -0.084 8.874 -1.063
C -3.991 -0.883 -2.272
C -7.749 3.324 2.529
C -2.505 1.349 5.283
C -2.250 1.042 6.783
C 0.819 -3.831 -4.072
C -6.759 5.017 -1.268
C -4.143 0.567 -2.047
C 4.585 -7.382 3.573
C -3.009 -1.001 4.750
C 3.322 -8.571 1.761
C 6.063 1.422 -4.880
C -0.440 -0.405 0.360
C -7.163 4.519 1.708
C 2.208 -5.969 0.760
C 4.400 -6.433 -3.303
C 4.079 -9.908 2.105
C 5.720 0.804 -3.511
H 5.197 3.099 -2.308
H 5.460 -7.960 3.278
H 7.074 1.287 -5.263
H 2.230 -6.124 2.898
H -1.068 -1.067 -0.237
H -0.463 5.312 -2.310
H -1.756 1.223 -0.039
H -3.682 0.979 2.703
H -0.560 1.529 1.281
H 0.110 10.754 -2.143
H -0.060 -0.974 1.209
H -7.092 3.980 -1.245
H -2.707 3.815 1.992
H -4.901 4.478 -0.720
H 2.967 -6.028 -0.021
H 3.671 -10.824 1.678
H 0.975 8.932 -0.811
H -3.117 1.104 7.441
H -1.494 1.785 7.039
H -4.555 1.971 3.969
H 4.914 -6.113 -2.396
H -4.984 3.561 2.802
H -1.570 1.177 4.750
H 0.179 -5.511 -2.029
H 1.509 -6.801 0.674
H 2.885 1.143 -2.309
H -6.103 -0.698 -0.689
H -0.924 -7.627 -2.675
H 3.205 -0.940 -1.702
H -5.664 0.548 0.587
H -6.978 0.788 -0.524
H 3.559 -5.184 2.408
H 7.575 2.708 -3.177
H -2.687 9.498 -0.829
H 2.642 -7.498 -3.815
H -2.856 2.359 5.073
H 4.018 -7.874 4.363
H -8.641 3.725 3.010
H 0.594 0.533 -2.107
H -7.554 5.639 -0.857
H 4.557 -5.653 -4.047
H -5.419 -0.705 2.761
H 8.660 -0.003 -0.890
H 1.043 -6.730 -1.367
H 7.878 0.979 0.338
H -3.484 8.296 -1.867
H 0.166 6.448 0.451
H -2.484 6.466 -0.777
H 5.631 0.520 -0.831
H 0.787 4.495 -1.398
H 3.371 -2.592 -1.372
H -4.056 8.519 -0.322
H -1.281 9.776 -2.637
H 3.510 -1.692 -0.020
H 5.437 1.112 -5.717
H -1.738 0.083 6.865
H 2.341 -8.652 2.230
H -3.489 -1.339 -1.419
H 5.802 -5.629 3.130
H 1.156 6.692 -0.874
H 4.526 -5.277 4.304
H 4.784 1.146 -3.068
H 2.959 -7.374 -2.183
H 1.302 -3.009 -3.544
H -2.173 -1.129 5.438
H -0.263 -7.058 -4.103
H 8.000 2.168 -1.543
H -6.487 5.395 -2.254
H -0.113 -4.171 -3.622
H 5.141 -9.847 1.868
H -4.750 5.119 2.156
H 4.051 -10.183 3.160
H -5.222 2.071 -1.451
H 2.618 2.469 -1.357
H -2.040 0.572 1.501
H 0.400 9.426 -3.126
H -3.446 -0.954 -3.214
H 1.223 -5.630 -5.042
H -1.991 7.268 0.557
H 0.615 -8.265 -3.190
H -5.413 6.009 0.071
H 0.549 -3.427 -5.047
H 3.217 -8.440 0.684
H 5.590 -0.235 -3.811
H 5.724 2.806 -0.718
H -6.254 0.755 2.722
H -6.125 0.009 4.251
H -0.581 9.289 -0.186
H 7.718 -0.752 0.358
H 5.929 -6.179 4.843
H -3.112 4.235 0.426
H -3.381 -3.057 5.014
H -6.926 5.337 2.387
H 1.029 -2.453 -0.059
H -7.977 4.881 1.079
H -4.863 -2.246 4.355
H 1.010 -1.754 -1.725
H 0.488 1.715 -0.787
H -3.639 2.583 1.027
H -2.462 -1.114 3.814
H 6.403 4.252 -1.769
H -7.006 2.862 3.179
H -0.945 4.417 -0.835
H 3.218 0.983 -0.545
H 4.968 -7.321 -3.581
H 2.619 -4.619 -4.818
H -8.087 2.528 1.865
H -4.452 -2.018 5.995
H 1.642 -5.039 0.708
H -4.947 -1.340 -2.530
H 6.528 -0.899 -1.649
H 5.933 2.503 -4.822
*
```

Entry 2:
Density functional theory data (wB97M-V/def2-TZVPD) for a cluster of 9 separate species, C45H116N10O15 in total.

Values from the calculation:
orbital gap = 8.89 eV
HOMO level = -8.35 eV
structure (SMILES) = COC[C@H](C)N.COC[C@H](C)N.COCCNCCOC.COCCNCCOC.COCCNCCOC.COCCNCCOC.COCCNCCOC.COCCNCCOC.NC(N)=O

```
! wB97M-V def2-TZVPD RIJCOSX def2/J DEFGRID3
* xyz 0 1
O 2.648 5.893 -18.995
O -1.596 1.863 -16.279
O 4.013 1.401 -27.665
O -0.965 -6.491 -19.900
O -0.600 0.570 -11.407
O 2.726 -4.033 -11.427
O 5.171 -3.975 -16.480
O -3.802 -1.120 -18.015
O -0.710 4.313 -6.642
O 1.986 -2.959 -18.567
O 6.153 -0.917 -20.208
O 3.963 2.435 -10.442
O -0.186 0.519 -24.743
O 5.118 -1.033 -13.623
O 1.929 1.651 -16.506
N 0.499 -0.189 -14.887
N 3.238 -1.475 -11.007
N -0.003 1.585 -18.595
N 6.909 -3.241 -18.739
N 2.225 3.320 -7.200
N 2.664 1.706 -25.243
N -0.581 -4.425 -17.895
N -3.687 -4.665 -17.143
N 0.513 5.070 -19.335
N 1.451 4.939 -17.314
C 1.314 4.309 -7.823
C 7.037 -1.908 -20.762
C 4.399 3.210 -11.533
C 3.987 -1.738 -14.124
C 2.316 -5.337 -11.755
C 4.381 -4.954 -15.858
C 0.493 5.073 -6.813
C -0.531 -5.875 -17.600
C -1.941 -6.791 -20.866
C -0.837 -0.331 -15.447
C 0.357 0.530 -10.352
C 0.778 0.984 -23.814
C 4.556 2.331 -26.764
C 0.599 0.271 -13.502
C 3.144 1.907 -15.859
C -0.389 -0.297 -12.483
C -3.524 -2.678 -15.783
C 0.920 0.442 -18.511
C -3.333 -0.281 -19.026
C -1.179 -0.241 -24.123
C 1.606 2.115 -24.312
C 7.843 -2.475 -19.598
C 3.465 2.779 -25.792
C 2.858 2.473 -8.272
C 2.103 0.690 -17.553
C 5.658 0.071 -21.055
C 2.375 -3.552 -10.140
C 4.400 -0.642 -11.314
C 5.445 -1.304 -12.289
C 3.297 -3.156 -19.057
C 4.819 0.965 -28.714
C 6.554 -4.310 -16.547
C 3.244 -2.321 -9.820
C -1.822 5.014 -6.099
C 1.273 0.126 -19.940
C 1.664 -3.586 -17.337
C -1.365 -6.693 -18.562
C -1.800 0.912 -15.212
C -4.168 -3.296 -17.020
C 7.183 -3.144 -17.318
C 0.189 -3.477 -17.106
C 1.637 5.329 -18.608
C -3.667 -2.521 -18.262
C 3.325 3.253 -9.485
C -2.394 3.023 -16.239
H 1.969 5.076 -8.247
H -0.091 -3.547 -16.051
H -2.960 -6.888 -20.478
H -2.588 3.275 -15.189
H 3.410 -2.862 -20.098
H 4.022 0.201 -11.899
H 1.303 -3.321 -10.163
H 3.877 3.237 -24.886
H 3.416 -4.485 -15.656
H 8.259 -1.668 -18.984
H -1.952 5.990 -6.577
H 3.995 -5.726 -16.540
H -3.677 -3.326 -14.919
H 4.928 -0.126 -10.511
H 1.566 2.722 -6.708
H -1.717 -7.662 -21.483
H 3.612 1.850 -7.792
H 1.279 0.910 -10.801
H 2.658 -1.860 -9.019
H 0.883 5.312 -5.819
H 0.328 5.446 -20.247
H 0.576 -0.473 -9.978
H -0.069 -1.303 -12.172
H 2.251 -3.052 -16.579
H 2.822 1.170 -18.233
H -3.606 0.734 -18.742
H 2.447 -0.262 -17.138
H 8.265 -3.167 -17.175
H 0.655 3.879 -8.580
H -1.637 5.105 -5.027
H 0.324 1.163 -22.834
H 3.088 -2.034 -11.829
H 7.718 -1.434 -21.470
H -1.194 -1.228 -14.936
H -4.081 -5.083 -17.991
H -3.885 -1.680 -15.542
H 3.168 -6.021 -11.773
H -2.858 0.641 -15.225
H 4.338 -2.778 -14.114
H -0.820 -0.609 -16.496
H -2.065 -0.361 -24.754
H -0.102 4.322 -19.067
H 3.982 1.984 -16.562
H 4.689 -5.456 -14.939
H -1.674 0.256 -23.277
H -1.905 3.847 -16.754
H 3.500 -4.236 -19.066
H 1.441 0.124 -23.628
H -0.606 1.580 -17.765
H -1.243 -7.724 -18.208
H 5.987 -2.917 -18.992
H 5.014 3.213 -27.220
H -0.939 -5.921 -16.587
H 5.293 -0.261 -22.032
H 3.974 -2.660 -18.357
H 0.958 2.834 -24.839
H -1.550 1.517 -14.338
H -3.373 2.806 -16.677
H 6.313 0.948 -21.090
H -0.256 -4.337 -18.855
H 0.463 -6.338 -17.561
H 0.414 -0.243 -20.496
H 5.479 -2.374 -12.038
H 4.367 0.230 -29.378
H 4.689 4.234 -11.291
H 1.953 -4.641 -17.284
H -2.450 -2.611 -15.969
H 3.916 4.130 -9.197
H -0.091 -2.451 -17.361
H 1.533 -5.708 -11.089
H 0.178 -0.313 -18.227
H -2.256 -0.453 -19.164
H -2.593 -2.700 -18.387
H -4.215 -2.739 -19.185
H 5.052 1.855 -29.314
H 6.800 -2.211 -16.890
H 1.602 0.311 -13.078
H 0.898 0.545 -15.477
H 0.179 6.029 -7.254
H 2.100 -0.591 -20.021
H 1.991 2.744 -23.506
H 2.980 3.597 -26.351
H 0.629 4.511 -16.939
H 1.873 -5.385 -12.753
H 3.122 -1.719 -13.463
H 2.272 5.144 -16.768
H -2.424 -6.450 -18.462
H 3.655 3.254 -12.340
H 0.234 1.312 -13.528
H -2.012 -5.910 -21.512
H 5.248 2.711 -12.005
H -2.709 4.434 -6.340
H 6.977 -4.449 -15.549
H 3.396 1.120 -15.139
H 5.292 1.751 -26.189
H 8.698 -3.086 -19.892
H 3.249 2.844 -15.308
H 2.407 3.617 -9.964
H -5.241 -3.232 -16.841
H 3.753 -1.504 -15.158
H 0.036 1.170 -9.535
H 1.674 0.965 -20.519
H -1.357 -0.467 -12.958
H -0.856 -1.233 -23.798
H 2.079 1.779 -8.609
H 6.774 -5.215 -17.122
H 2.523 -4.401 -9.462
H -3.766 -0.440 -20.025
H 2.173 1.324 -26.049
H 6.451 -0.991 -12.008
H 4.750 0.485 -20.599
H 0.568 2.411 -18.399
H 5.773 0.502 -28.428
H -2.725 -4.724 -17.494
H 4.285 -2.475 -9.528
H 6.358 -2.631 -21.215
*
```